{"formula": "C5H25N2O8", "method": "wB97M-V/def2-TZVPD", "energy_ha": -916.9789, "lumo_ev": 2.88, "charge": -1, "homo_lumo_gap_ev": 7.96, "e_above_lowest_kcal_mol": 35.68, "symbols": ["C", "O", "C", "C", "C", "C", "N", "N", "H", "H", "H", "H", "H", "H", "H", "H", "H", "H", "H", "H", "H", "O", "H", "H", "O", "H", "H", "O", "H", "H", "O", "H", "H", "O", "H", "H", "O", "H", "H", "O"], "positions_angstrom": [[1.25963, -1.03089, -0.72682], [2.13874, -1.15209, 0.33898], [-0.23776, -1.37893, -0.29433], [-0.53616, -1.03616, 1.17058], [-0.58969, 0.45717, 1.27385], [-1.67855, 1.22812, 1.12887], [0.65761, 1.02153, 1.49354], [-0.81910, -2.71152, -0.57074], [1.43127, -1.76201, -1.56602], [1.25689, -0.00496, -1.04160], [-0.82273, -0.79675, -1.01555], [-1.53557, -1.42644, 1.40117], [0.12583, -1.42234, 1.94523], [-1.66033, 2.31518, 1.10384], [-2.65185, 0.79413, 1.07168], [1.42815, 0.39274, 1.21556], [0.91327, 1.99287, 1.55300], [-0.64027, -2.99440, -1.52934], [-0.33846, -3.39814, 0.00871], [-2.87949, -0.78584, -0.37860], [-3.85923, 0.34904, -0.08878], [-3.60924, -0.28918, -0.77022], [-0.17985, 1.69138, -0.97753], [-0.78659, 2.04948, -2.40018], [-0.09404, 2.23622, -1.76633], [1.77266, 2.74235, -0.71076], [3.23170, 2.28239, -0.93348], [2.68476, 2.95627, -0.46982], [1.76855, -2.59020, 0.84388], [2.38244, -3.85787, 1.54996], [1.57658, -3.56197, 1.11497], [3.36218, 0.04268, -0.67383], [3.01688, 0.69807, -2.01884], [3.75570, 0.52936, -1.42853], [-1.74403, 2.40265, 2.98962], [-0.35181, 2.08762, 3.51044], [-1.21414, 2.40257, 3.79055], [-1.59712, -0.61994, -2.81574], [-2.77350, 0.02693, -2.28014], [-2.16335, 0.12092, -3.04725]], "atomic_forces_ev_per_a": [[-0.80, -2.07, 1.67], [0.11, 0.15, -0.58], [0.21, -0.38, -1.01], [-1.30, 0.76, -0.31], [0.99, 1.70, 0.43], [-0.40, 0.09, -0.05], [0.61, -1.18, -0.07], [0.64, -0.42, 0.42], [0.29, 0.71, 0.14], [-0.27, 0.67, -0.89], [-0.17, 0.81, 0.67], [0.07, 0.02, -0.06], [0.35, -0.23, -0.58], [0.28, -0.15, -0.14], [-0.19, -0.19, 0.22], [0.04, 0.03, 0.25], [-0.62, 0.16, -0.34], [0.11, 0.12, 0.00], [0.01, -0.07, -0.04], [0.05, -0.16, 0.08], [0.09, -0.15, -0.41], [-0.50, -0.18, 0.16], [-0.66, -0.29, -0.19], [-0.36, -0.61, 0.20], [0.93, 0.73, 0.12], [0.20, 0.12, -0.22], [-0.32, 0.29, 0.58], [0.11, -0.15, -0.19], [0.46, -0.23, 0.10], [-0.11, 0.10, -0.10], [-0.09, 0.10, 0.06], [-0.09, -0.39, 0.10], [-0.08, -0.29, -0.14], [0.23, 0.28, -0.02], [0.08, -0.27, -0.03], [0.07, -0.23, -0.13], [-0.06, 0.50, 0.67], [0.55, -0.08, -0.51], [-0.17, 0.65, -0.47], [-0.29, -0.29, 0.61]]}